76
Properties=species:S:1:pos:R:3 method="wB97M-V/def2-TZVPD" total_charge=-1 max_force_ev_per_a=1.45 lumo_ev=1.3 multiplicity=1 relative_energy_kcal_mol=33.10 orbital_gap_ev=8.53
Br 0.32844 -0.13152 -0.30651
O 2.85698 3.18740 -3.46950
H 2.42858 2.96342 -4.29566
H 3.41312 2.43293 -3.27529
O 2.65356 -1.97173 -2.47485
H 2.02786 -1.27275 -2.66500
H 2.74509 -1.95926 -1.52212
O -0.19117 -3.05351 -4.19490
H 0.36885 -3.67431 -3.72883
H -0.78083 -3.60302 -4.71120
O 3.90184 -3.96939 1.14250
H 3.00533 -3.63488 1.16696
H 3.82037 -4.89210 1.38378
O -3.14512 -1.91535 4.01118
H -2.96058 -1.81175 4.94469
H -2.48168 -1.38101 3.57465
O 0.41813 -0.22035 -3.58932
H 0.14856 -1.13857 -3.61017
H 0.29737 0.04457 -2.67748
O -3.13239 -0.88927 -3.60957
H -2.88525 -0.06506 -3.19024
H -2.99551 -1.55296 -2.93354
O -3.86657 2.03259 0.97532
H -4.57576 2.17308 0.34798
H -4.00030 2.70505 1.64326
O -0.15480 3.30904 -2.19138
H 0.10745 2.59688 -1.60804
H -0.14509 2.91915 -3.06553
O -2.88741 4.56093 -1.19627
H -2.04843 4.10061 -1.21755
H -3.38001 4.19612 -1.93146
O -2.23737 -2.55017 -1.58763
H -1.87563 -2.14603 -0.79893
H -1.63542 -3.26702 -1.78765
O 0.31321 -1.49407 3.80452
H -0.37525 -2.05917 4.15512
H -0.03038 -0.60638 3.90541
O -0.62360 1.28852 4.38658
H -0.55536 1.44413 5.32857
H -1.55173 1.10589 4.24012
O 4.74927 -0.19129 -0.38384
H 4.02868 -0.32412 0.23207
H 5.06080 0.69517 -0.20117
O 0.73947 -5.11576 0.62805
H 0.71258 -4.17951 0.82541
H -0.05243 -5.27564 0.11466
O 0.14417 2.30226 -4.97635
H 0.11529 1.34934 -4.89067
H -0.59186 2.51401 -5.55050
O 2.85688 0.52903 1.45935
H 2.07230 0.20903 1.01409
H 2.63642 1.42291 1.72130
O -0.58701 3.04664 2.08655
H -0.56989 2.28331 2.66385
H -1.09400 2.76132 1.32642
O 1.49333 5.21646 -1.39095
H 0.85108 4.51279 -1.48362
H 2.33787 4.79200 -1.54200
O -2.25523 0.01024 2.28674
H -1.40704 0.32608 1.97520
H -2.89497 0.58080 1.86081
O 1.34856 -2.71687 1.69195
H 1.00648 -1.96388 1.21005
H 1.04160 -2.58712 2.58926
O -2.57871 1.03348 -1.67180
H -3.14473 1.40395 -0.99459
H -1.90772 0.55270 -1.18718
O 2.28880 3.02094 1.79282
H 1.38342 3.32339 1.72182
H 2.79805 3.81901 1.93417
O 3.14740 -1.31553 3.82901
H 3.30957 -0.73185 3.08790
H 2.19411 -1.33861 3.91220
O -2.92071 -4.18856 1.53541
H -3.87320 -4.23693 1.45383
H -2.75793 -3.34014 1.94762

---

13
Properties=species:S:1:pos:R:3 method="wB97M-V/def2-TZVPD" total_charge=0 max_force_ev_per_a=0.41 lumo_ev="0.2 / -5.1" multiplicity=2 relative_energy_kcal_mol=0.00 orbital_gap_ev="11.70 / 6.44"
Br 13.41488 -10.20535 1.52338
O 16.48478 -8.48810 1.31371
H 16.27400 -8.20232 2.20261
H 15.95137 -9.27169 1.18072
O 12.39909 -11.71607 -1.17773
H 12.60925 -11.19713 -0.40136
H 12.87357 -11.28628 -1.88933
O 12.18385 -8.43471 4.35878
H 11.96229 -7.50350 4.35601
H 12.87200 -8.51962 3.69887
O 9.99724 -10.39763 1.99558
H 10.45910 -10.48362 1.16159
H 10.62558 -9.96599 2.57449

---

4
Properties=species:S:1:pos:R:3 method="wB97M-V/def2-TZVPD" total_charge=0 max_force_ev_per_a=4.54 lumo_ev=-1.6 multiplicity=1 relative_energy_kcal_mol=11.02 orbital_gap_ev=8.04 smiles=BrPI
Br -0.73488 -1.83284 0.31460
P -0.40551 0.10829 -0.74451
I 2.06076 0.90861 0.24700
H -0.92037 0.81593 0.18291

---

4
Properties=species:S:1:pos:R:3 method="wB97M-V/def2-TZVPD" total_charge=0 max_force_ev_per_a=4.26 lumo_ev="0.3 / -3.9" multiplicity=3 relative_energy_kcal_mol=24.48 orbital_gap_ev="6.14 / 5.83"
P 0.76062 0.23621 -0.34645
Br -0.89919 1.58741 0.05356
I -0.46747 -1.80448 -0.70721
H 0.60604 -0.01913 1.00010

---

4
Properties=species:S:1:pos:R:3 method="wB97M-V/def2-TZVPD" total_charge=0 max_force_ev_per_a=2.57 lumo_ev=-1.8 multiplicity=1 relative_energy_kcal_mol=0.00 orbital_gap_ev=8.54 smiles=OOBr
O 0.29750 0.80132 0.32088
O 1.48160 1.16011 -0.19839
Br 3.03982 -0.12659 0.01396
H 0.03482 -0.07664 -0.01597

---

2
Properties=species:S:1:pos:R:3 method="wB97M-V/def2-TZVPD" total_charge=+3 max_force_ev_per_a=5.27 lumo_ev=-20.9 multiplicity=1 relative_energy_kcal_mol=35.75 orbital_gap_ev=6.89
Hf -1.20245 -0.52795 -0.33436
Br 1.20245 0.52795 0.33436

---

no.,DFT total energy (hartree)
1,-4485.18957
2,-2879.70544
3,-3213.66041
4,-3213.53645
5,-2724.92592
6,-2620.34157